Entry 1:
This record from the OMol25 dataset describes a cluster of 2 separate species, H6NO in total at a distorted geometry. The level of theory is ωB97M-V/def2-TZVPD.

## Properties
**Net charge**: +1
**Maximum force**: 1.059 eV/Å
**2S+1**: 1

Each line ends with the natural charge from an NBO analysis.
Element x y z (Å)
O -1.839 0.104 1.533  -0.968
H -2.709 0.476 1.803  0.495
H -2.025 -0.843 1.337  0.474
N 1.315 0.052 -0.935  -0.875
H 1.639 -0.800 -1.430  0.464
H 1.317 0.856 -1.592  0.467
H 1.950 0.254 -0.139  0.468
H 0.352 -0.099 -0.578  0.475

***

Entry 2:
This record from the OMol25 dataset describes a cluster of 2 separate species, H6NO in total at a distorted geometry. The level of theory is ωB97M-V/def2-TZVPD.

## Properties
**Net charge**: +1
**Maximum force**: 4.441 eV/Å
**2S+1**: 1

Each line ends with the natural charge from an NBO analysis.
Element x y z (Å)
N -0.552 -1.029 0.184  -0.928
H -1.360 -0.767 0.739  0.449
H -0.111 -0.026 0.143  0.480
H 0.075 -1.504 0.946  0.465
H -0.632 -1.472 -0.733  0.468
H 0.990 2.067 0.219  0.518
H 0.685 1.508 -1.202  0.506
O 0.906 1.224 -0.296  -0.958

***

| no. | Kohn-Sham gap (eV) |
| --- | --- |
| 1 | 10.599 |
| 2 | 13.099 |